Record 1
{
  "formula": "C4H7N",
  "method": "ωB97M-V/def2-TZVPD",
  "homo_lumo_gap_ev": 12.100,
  "charge": 0,
  "e_homo_ev": -11.298,
  "multiplicity": 1,
  "de_lowest_kj_mol": 205.4,
  "max_force_ev_per_a": 1.540,
  "e_lumo_ev": 0.802,
  "energy_ha": -211.28243,
  "symbols": ["C", "C", "C", "C", "N", "H", "H", "H", "H", "H", "H", "H"],
  "xyz": [[0.04881, -1.44360, 0.58324], [-0.27814, 0.04757, 0.52878], [0.27778, 0.66644, -0.74781], [-0.72337, 2.47235, -0.94406], [0.41721, 2.23452, -0.67382], [-0.31202, -1.89057, 1.51361], [-0.41262, -1.99013, -0.24700], [1.13063, -1.60683, 0.53091], [-1.36398, 0.20031, 0.59754], [0.16523, 0.56830, 1.38205], [1.32271, 0.43063, -0.89167], [-0.27224, 0.31100, -1.63176]],
  "nbo_charge": [-0.607, -0.422, -0.242, 0.322, -0.546, 0.220, 0.206, 0.205, 0.213, 0.214, 0.224, 0.213]
}

***

Record 2
{
  "formula": "C4H7N",
  "method": "ωB97M-V/def2-TZVPD",
  "homo_lumo_gap_ev": 10.165,
  "charge": 0,
  "e_homo_ev": -8.989,
  "multiplicity": 1,
  "smiles": "C1=CCNC1",
  "de_lowest_kj_mol": 75.5,
  "max_force_ev_per_a": 0.780,
  "e_lumo_ev": 1.177,
  "energy_ha": -211.33191,
  "symbols": ["C", "C", "C", "C", "H", "H", "H", "H", "H", "H", "H", "N"],
  "xyz": [[1.08862, -0.20042, -0.57694], [-0.66411, 0.90441, 0.54426], [-0.86852, -0.60696, 0.62537], [0.10664, -1.23287, -0.02832], [2.02659, -0.19425, -0.00667], [1.36021, -0.38585, -1.62131], [-0.06024, 1.26047, -1.34561], [-1.56738, 1.45528, 0.28607], [-0.35914, 1.29480, 1.53857], [-1.68500, -1.05736, 1.16617], [0.23495, -2.31170, -0.12062], [0.38739, 1.07446, -0.46097]],
  "nbo_charge": [-0.258, -0.259, -0.211, -0.216, 0.189, 0.197, 0.353, 0.200, 0.187, 0.211, 0.214, -0.607]
}

***

Record 3
{
  "formula": "C4H7N",
  "method": "ωB97M-V/def2-TZVPD",
  "homo_lumo_gap_ev": 9.935,
  "charge": 0,
  "e_homo_ev": -9.684,
  "multiplicity": 1,
  "smiles": "[H]/N=C1/C[C@@H]1C",
  "de_lowest_kj_mol": 367.4,
  "max_force_ev_per_a": 9.594,
  "e_lumo_ev": 0.252,
  "energy_ha": -211.22074,
  "symbols": ["C", "C", "C", "C", "N", "H", "H", "H", "H", "H", "H", "H"],
  "xyz": [[1.02377, 0.14429, -0.51568], [0.80772, 0.48512, 0.86753], [-0.32255, 0.35867, -0.11416], [-1.43833, -0.64260, 0.20668], [2.15939, 0.08762, -1.54484], [0.86689, -0.35107, 1.58746], [1.12219, 1.45938, 1.42201], [-0.65913, 1.32754, -0.59637], [-1.62232, -1.39154, -0.60047], [-2.33517, -0.11675, 0.46186], [-1.16717, -1.10998, 1.18080], [1.56471, -0.25070, -2.35481]],
  "nbo_charge": [0.311, -0.493, -0.307, -0.602, -0.599, 0.234, 0.236, 0.243, 0.223, 0.222, 0.213, 0.319]
}

***

Record 4
{
  "formula": "C4H7N",
  "method": "ωB97M-V/def2-TZVPD",
  "homo_lumo_gap_ev": 9.150,
  "charge": 0,
  "e_homo_ev": -8.003,
  "multiplicity": 1,
  "de_lowest_kj_mol": 307.8,
  "max_force_ev_per_a": 1.294,
  "e_lumo_ev": 1.148,
  "energy_ha": -211.24343,
  "symbols": ["C", "C", "C", "C", "N", "H", "H", "H", "H", "H", "H", "H"],
  "xyz": [[1.06615, -0.87509, 1.06949], [-0.06605, 1.08319, 0.20589], [-0.88686, 1.15397, -0.89026], [-1.03863, -0.25557, -1.12505], [-0.14747, -0.21744, 0.59936], [0.60380, 1.80550, 0.66541], [-1.47964, 1.96454, -1.28423], [0.80879, -1.78452, 1.61332], [1.74366, -1.13937, 0.24836], [1.61911, -0.20416, 1.73864], [-2.01329, -0.71385, -1.30268], [-0.20956, -0.81720, -1.53823]],
  "nbo_charge": [-0.442, 0.009, -0.393, -0.152, -0.402, 0.188, 0.217, 0.200, 0.185, 0.202, 0.193, 0.194]
}